Here is a cluster of 17 separate species, C84H103F8N9 in total in a non-equilibrium geometry from OMol25. Energies are from ωB97M-V/def2-TZVPD.

Gap between HOMO and LUMO, eV: 8.976
Molar mass, g/mol: 1390.80
Electronic energy, Ha: -4554.1625
Lowest unoccupied orbital energy, Ha: 0.001
Highest occupied orbital energy, eV: -8.94

Each line ends with the Mulliken charge.
Atoms and positions in Å:
F1 6.8176 2.7436 5.2371  -0.372
C1 5.9552 1.7815 5.5817  0.615
C2 5.5406 1.6633 6.9758  -0.789
C3 4.4832 0.7849 7.2608  -0.266
C4 3.9929 -0.1097 6.2806  -0.922
C5 4.3744 0.0697 4.9711  -0.032
C6 5.4031 0.9638 4.5803  -0.689
H1 6.0550 2.2488 7.7234  0.451
H2 4.2894 0.7063 8.3204  0.399
H3 3.2795 -0.9009 6.4584  0.437
H4 3.8799 -0.5450 4.2334  0.564
H5 5.6588 1.1336 3.5449  0.595
F2 1.3440 5.1119 -2.0369  -0.127
C7 2.0369 4.4646 -3.0232  -0.424
C8 2.3105 5.0579 -4.2822  -0.538
C9 2.9824 4.3608 -5.2646  -0.789
C10 3.3935 3.0719 -4.9886  -0.610
C11 3.1877 2.5009 -3.7342  -0.249
C12 2.4675 3.1722 -2.8035  0.552
H6 2.0692 6.1050 -4.3912  0.446
H7 3.1637 4.8460 -6.2122  0.460
H8 3.8410 2.5792 -5.8392  0.395
H9 3.4311 1.4644 -3.5528  0.265
H10 2.3212 2.6673 -1.8601  0.530
F3 5.0881 0.1012 0.8262  -0.245
C13 5.4928 0.7346 -0.2649  0.306
C14 5.6215 2.0950 -0.2942  -0.058
C15 6.2238 2.7078 -1.3717  -0.544
C16 6.6647 1.9790 -2.4380  -0.624
C17 6.4470 0.5937 -2.4658  -0.628
C18 5.8748 -0.0324 -1.3642  -0.435
H11 5.3673 2.7478 0.5277  0.382
H12 6.4619 3.7593 -1.3092  0.445
H13 7.2800 2.5222 -3.1400  0.442
H14 6.8701 -0.0521 -3.2209  0.488
H15 5.7230 -1.0971 -1.2647  0.527
F4 0.7879 7.1188 1.9049  -0.371
C19 1.9471 6.5012 2.2581  0.018
C20 2.2642 5.2989 1.6606  -0.388
C21 3.3097 4.5878 2.2441  -0.306
C22 4.0323 5.1418 3.2961  -0.728
C23 3.6648 6.2920 3.9129  -0.463
C24 2.6451 7.0397 3.3327  -0.497
H16 1.6971 5.0018 0.7908  0.720
H17 3.6291 3.6740 1.7652  0.667
H18 4.8167 4.5369 3.7264  0.490
H19 4.2565 6.6941 4.7220  0.451
H20 2.2903 7.9501 3.7927  0.481
F5 -4.7688 6.4534 3.4736  -0.333
C25 -3.5162 5.9462 3.6748  0.068
C26 -2.3984 6.6910 4.0744  -0.597
C27 -1.1092 6.1814 4.0511  -0.505
C28 -0.9057 4.8635 3.8651  0.691
C29 -1.9925 4.0272 3.4528  -0.533
C30 -3.2814 4.5697 3.3730  -0.401
H21 -2.4936 7.7261 4.3676  0.394
H22 -0.2245 6.7231 4.3516  0.436
H23 0.0663 4.4426 4.0756  -0.514
H24 -1.8848 2.9695 3.2626  0.643
H25 -4.1461 3.9881 3.0895  0.501
F6 -7.9392 -7.1777 -4.7621  -0.323
C31 -7.3518 -6.1418 -4.2012  0.425
C32 -7.6269 -5.9716 -2.8702  -0.517
C33 -6.9209 -5.0001 -2.1620  -0.466
C34 -5.9498 -4.2359 -2.7609  0.170
C35 -5.7106 -4.3759 -4.1198  -0.172
C36 -6.4387 -5.3596 -4.8523  -0.726
H26 -8.2303 -6.7234 -2.3834  0.405
H27 -7.0565 -4.9007 -1.0951  0.269
H28 -5.3859 -3.6358 -2.0622  0.150
H29 -4.8678 -3.8352 -4.5246  0.315
H30 -6.1067 -5.5385 -5.8642  0.407
F7 -3.1765 -2.6609 -2.4732  0.208
C37 -2.2102 -3.4542 -2.9689  -0.097
C38 -1.4596 -4.3521 -2.1148  -0.243
C39 -0.3559 -4.9610 -2.6170  -0.802
C40 0.0997 -4.6296 -3.8655  -0.268
C41 -0.6576 -3.8611 -4.7747  -0.920
C42 -1.7928 -3.2670 -4.3119  -0.118
H31 -1.7480 -4.5981 -1.1036  0.426
H32 0.1706 -5.6289 -1.9514  0.518
H33 0.9850 -5.0876 -4.2812  0.349
H34 -0.4535 -3.6190 -5.8073  0.494
H35 -2.2105 -2.5745 -5.0277  0.418
F8 -3.6732 -3.7373 0.1420  0.235
C43 -4.2585 -4.4297 1.2001  0.378
C44 -3.5696 -5.3919 1.9660  -0.628
C45 -4.2366 -6.0648 2.9691  -0.630
C46 -5.5464 -5.8723 3.1530  -0.707
C47 -6.2606 -4.9025 2.4452  -0.968
C48 -5.5964 -4.1938 1.4222  -0.426
H36 -2.5368 -5.6324 1.7615  0.563
H37 -3.6871 -6.7591 3.5875  0.449
H38 -6.1382 -6.4192 3.8720  0.374
H39 -7.3060 -4.7434 2.6648  0.453
H40 -6.1624 -3.4686 0.8564  0.909
C49 -2.8573 5.5720 -0.5823  -1.280
C50 -1.3524 5.3757 -0.1620  -0.217
C51 -0.8583 3.9509 -0.0027  2.955
C52 -1.8416 2.9372 0.4974  -0.798
N1 -2.6021 2.1091 0.9327  -0.229
H41 -3.5719 5.2768 0.1861  0.255
H42 -3.0704 5.0530 -1.5167  0.179
H43 -2.8955 6.6488 -0.7473  0.503
H44 -1.2806 5.7345 0.8648  -0.102
H45 -0.7405 6.0047 -0.8086  0.357
H46 0.0554 3.9683 0.5914  -1.477
H47 -0.6200 3.6618 -1.0263  -0.180
C53 -0.1593 -4.2214 2.7255  -0.402
C54 -0.5010 -3.8918 4.1788  -0.061
C55 0.5322 -4.3915 5.1826  -0.716
C56 1.9454 -3.8775 5.0438  0.309
N2 3.0052 -3.4652 4.8566  -0.543
H48 0.7501 -3.6326 2.6059  -0.060
H49 -0.8530 -3.9043 1.9468  -0.183
H50 0.1213 -5.2616 2.5603  0.506
H51 -1.4621 -4.3490 4.4141  0.465
H52 -0.5093 -2.8031 4.2314  -0.056
H53 0.6796 -5.4650 5.0650  0.384
H54 0.2010 -4.1446 6.1913  0.381
C57 -0.4978 0.9557 -4.2434  1.269
C58 -0.4296 1.3469 -5.7466  -0.656
C59 -1.6476 2.1958 -6.1518  -0.535
C60 -1.7958 3.3806 -5.3214  0.315
N3 -1.9270 4.3473 -4.6848  -0.589
H55 0.4007 0.4291 -3.9217  -0.530
H56 -1.3893 0.3747 -4.0070  -0.374
H57 -0.5079 1.8733 -3.6553  -0.163
H58 -0.3373 0.4922 -6.4168  0.493
H59 0.5471 1.7960 -5.9269  0.285
H60 -2.5730 1.6407 -5.9985  0.227
H61 -1.6092 2.4240 -7.2170  0.443
C61 2.4376 3.2907 5.6182  -0.795
C62 1.4962 2.1259 5.3805  -0.633
C63 1.1769 1.8033 3.9600  2.118
C64 0.1719 0.7751 3.7109  -0.829
N4 -0.6323 -0.0543 3.5239  -0.331
H62 3.3394 3.2042 5.0121  -0.228
H63 2.6818 3.6345 6.6234  0.388
H64 2.0920 4.2465 5.2244  0.195
H65 0.5705 2.4610 5.8483  0.507
H66 1.8198 1.2187 5.8906  0.551
H67 2.1155 1.5211 3.4830  0.067
H68 0.8492 2.7088 3.4494  -0.953
C65 3.5802 -4.4870 1.4130  -0.194
C66 4.1454 -5.5735 0.5621  -0.701
C67 3.5331 -5.8541 -0.7934  -0.481
C68 3.5135 -4.7183 -1.6975  0.238
N5 3.5335 -3.8209 -2.3911  -0.339
H69 2.5008 -4.5808 1.2938  -0.171
H70 3.8328 -3.5206 0.9767  -0.030
H71 3.9061 -4.4844 2.4531  0.416
H72 3.9948 -6.5337 1.0555  0.340
H73 5.2251 -5.4261 0.5409  0.360
H74 2.5086 -6.1938 -0.6414  0.130
H75 3.9807 -6.6550 -1.3819  0.490
C69 2.1951 -1.2177 -5.0738  0.204
C70 3.6623 -1.4009 -5.3489  -0.024
C71 3.9668 -1.4965 -6.8532  -0.769
C72 3.8186 -0.3041 -7.6655  0.274
N6 3.6153 0.6400 -8.3246  -0.506
H76 1.8310 -0.2759 -5.4843  0.052
H77 2.0544 -1.1723 -3.9939  -0.449
H78 1.5733 -2.0866 -5.2894  0.169
H79 3.9208 -2.3404 -4.8604  0.252
H80 4.1794 -0.5998 -4.8207  0.019
H81 3.4137 -2.3692 -7.2005  0.351
H82 5.0065 -1.8007 -6.9746  0.431
C73 -0.7866 -1.1451 -0.0669  1.072
C74 0.6425 -1.6991 0.0934  -0.619
C75 1.7194 -0.7416 -0.4779  0.336
C76 1.7715 0.6233 0.0029  -0.042
N7 1.7642 1.7105 0.3874  -0.144
H83 -1.3842 -1.9699 0.3213  -0.799
H84 -1.1325 -1.0221 -1.0932  -0.253
H85 -0.9712 -0.2299 0.4957  -0.052
H86 0.7386 -2.6889 -0.3530  0.544
H87 0.8141 -1.7775 1.1669  -0.095
H88 1.5725 -0.8317 -1.5542  -0.244
H89 2.6764 -1.1661 -0.1745  0.157
C77 -5.1307 -0.4536 1.6758  -1.434
C78 -3.7864 -0.9555 2.1217  2.499
C79 -3.7137 -1.5496 3.5701  0.573
C80 -4.1980 -0.5717 4.5417  -0.015
N8 -4.5902 0.2384 5.2742  -0.606
H90 -5.3124 0.5326 2.1030  0.297
H91 -5.9589 -1.0867 1.9944  0.430
H92 -5.2360 -0.4769 0.5911  0.115
H93 -3.1204 -0.0992 2.0154  -0.247
H94 -3.3634 -1.6925 1.4390  -1.385
H95 -2.7045 -1.8050 3.8933  -0.369
H96 -4.2459 -2.4828 3.7548  0.199
C81 -3.7059 2.1052 -2.6338  -0.719
C82 -4.0080 0.7859 -1.8890  0.801
C83 -4.9467 -0.1991 -2.5908  0.424
C84 -4.5289 -0.4297 -3.9483  0.094
N9 -4.2361 -0.6203 -5.0544  -0.708
H97 -3.3477 1.9781 -3.6554  -0.241
H98 -2.9782 2.6914 -2.0726  -0.132
H99 -4.6617 2.6203 -2.7303  0.512
H100 -4.3992 1.0727 -0.9129  0.509
H101 -3.0719 0.2488 -1.7361  -0.750
H102 -5.9437 0.2406 -2.5613  0.793
H103 -4.9088 -1.1728 -2.1024  -0.583